[1]
The following is a quantum chemistry calculation of a molecular structure, C39H32INPSY at a distorted geometry, from OMol25.

The geometry in XYZ format:
```
76
Properties=species:S:1:pos:R:3:mulliken_charge:R:1
Y -1.8155 0.3839 -1.1618 0.29
C -1.2397 -6.4321 0.6186 -1.39
C -0.9326 -5.0352 1.2275 1.77
C -0.0384 -5.1858 2.4517 -1.68
C -2.1993 -4.2172 1.7262 -1.87
C -0.1726 -4.1642 0.1314 -0.28
C 0.8696 -4.8066 -0.6139 -0.58
C 1.3695 -4.2791 -1.8341 -0.98
C 0.9395 -3.0481 -2.2473 0.66
S 1.4313 -2.0058 -3.5577 -0.20
C 0.0667 -0.9382 -3.2001 0.34
N -0.5181 -1.1917 -2.0445 0.14
C -0.1332 -2.4549 -1.5438 -0.69
C -0.6280 -2.9688 -0.3164 0.19
C -0.2402 0.3914 -3.8491 0.28
C 0.2353 0.7641 -5.1472 -0.74
C -0.1343 1.9329 -5.7851 -0.63
C -1.1603 2.7253 -5.1828 -0.57
C -1.5343 2.4169 -3.8738 -0.17
C -1.1196 1.2947 -3.2365 0.71
H -1.7456 -7.0157 1.4009 0.45
H -0.2923 -7.0299 0.4031 0.32
H -1.8120 -6.4112 -0.3560 0.29
H -0.3489 -5.8283 3.2194 0.47
H 0.2410 -4.2811 2.9339 0.40
H 0.9225 -5.4426 2.0461 0.40
H -2.6688 -4.7974 2.6086 0.38
H -2.8733 -4.1524 0.8808 0.37
H -1.8847 -3.2624 1.9473 0.48
H 1.2633 -5.7017 -0.2288 0.56
H 2.2824 -4.7187 -2.2140 0.38
H -1.4166 -2.3625 0.1584 0.35
H 0.8718 0.0157 -5.6487 0.36
H 0.4377 2.2924 -6.7036 0.37
H -1.6431 3.6240 -5.6805 0.36
H -2.1796 3.1202 -3.2927 0.39
I -4.2040 -0.3334 -2.7271 -0.10
C -2.2212 1.4240 0.9721 -0.01
C -3.5470 1.4611 1.1619 -0.43
C -4.1988 1.4052 2.4289 -0.87
C -3.4636 1.6321 3.5978 -0.83
C -2.0740 1.9394 3.4561 0.53
C -1.2494 2.2605 4.4931 -0.58
C 0.1607 2.2218 4.3505 -0.79
C 0.7725 2.2549 3.1329 -0.27
C -0.0614 2.0267 2.0009 0.21
P 0.6545 1.6884 0.3327 1.66
C 2.3586 1.0264 0.7242 0.27
C 3.5270 1.8136 0.6185 -0.22
C 4.7502 1.3520 0.8683 -0.84
C 4.8294 0.0694 1.4470 -0.55
C 3.7194 -0.7716 1.5420 -0.63
C 2.4238 -0.2523 1.2656 -0.46
C 0.8793 3.2704 -0.3283 0.67
C -0.0402 4.3900 -0.0179 -0.67
C 0.0681 5.5737 -0.7311 -0.64
C 0.8972 5.6640 -1.8761 -0.59
C 1.8092 4.6333 -2.1375 -0.90
C 1.8213 3.4932 -1.3577 -0.72
C -1.4691 1.7703 2.1247 0.64
H -4.2328 1.6548 0.3874 0.53
H -5.2972 1.2791 2.4072 0.42
H -3.9182 1.7204 4.5566 0.49
H -1.7468 2.3916 5.4477 0.44
H 0.7571 2.2706 5.2002 0.53
H 1.7849 2.7828 3.0465 0.34
H 3.4798 2.8388 0.3831 0.69
H 5.5642 2.0826 0.8453 0.38
H 5.7744 -0.2922 1.7661 0.44
H 3.8337 -1.7554 2.0833 0.35
H 1.4864 -0.8412 1.3673 0.33
H -0.8916 4.2135 0.6748 0.24
H -0.6626 6.3284 -0.4709 0.40
H 0.8023 6.5233 -2.4588 0.52
H 2.3702 4.7868 -3.0941 0.36
H 2.5545 2.7729 -1.5185 0.73
```

Values from the calculation:
Strongest force on any atom, eV Å⁻¹: 4.46
Total charge: +2
Relative energy (zero: lowest compared OMol25 entry of this formula, charge and spin), kcal per mole: 35.3
HOMO energy (alpha / beta), Eh: -0.4950 / -0.4962
E, eV: -71702.217

[2]
The following is a quantum chemistry calculation of a molecular structure, C4H4N3S at a distorted geometry, from OMol25.

The geometry in XYZ format:
```
12
Properties=species:S:1:pos:R:3:nbo_charge:R:1
C 0.3132 -1.3375 -0.2597 0.21
C -1.5105 -0.0889 -0.5818 0.21
C 1.1628 -0.0723 -0.0278 -0.30
C -1.2049 0.9150 0.5013 -0.57
N 3.4834 -0.1319 0.5314 0.23
N -0.8177 -1.1460 -0.7343 -0.36
N 2.4254 -0.0348 0.1836 0.08
S 0.2989 1.4682 -0.4045 0.45
H 0.6486 -2.2665 0.1684 0.25
H -2.1690 0.3707 -1.3390 0.25
H -1.9650 1.6468 0.5356 0.27
H -0.6651 0.6772 1.4267 0.27
```

Values from the calculation:
Strongest force on any atom, eV Å⁻¹: 5.45
Total charge: +1
Relative energy (zero: lowest compared OMol25 entry of this formula, charge and spin), kcal per mole: 2.7
HOMO energy (alpha / beta), Eh: -0.5118 / -0.5118
E, eV: -19507.539

[3]
The following is a quantum chemistry calculation of 2 unconnected molecules or ions with the total composition C9H10N2O3 at a distorted geometry, from OMol25.

The geometry in XYZ format:
```
24
Properties=species:S:1:pos:R:3:nbo_charge:R:1
C -1.1844 3.2388 1.0446 -0.19
C -0.8722 2.2033 1.9130 -0.20
C -1.0332 2.9846 -0.3203 -0.21
C -0.3848 1.0387 1.4414 -0.18
C -0.6337 1.7904 -0.8328 -0.17
C -0.3268 0.7720 0.0413 -0.12
C 0.2155 -2.9507 -0.2405 -0.25
C 0.4283 -2.4453 -1.6602 -0.08
C -0.0828 -0.6114 -0.4218 0.64
N -0.1688 -1.7359 0.4710 -0.62
N 2.0242 -0.4710 -0.1666 0.36
O 2.4789 -1.0278 0.7934 -0.45
O 2.6218 0.1651 -1.0229 -0.46
O -0.0138 -1.0589 -1.6329 -0.46
H -1.6454 4.1981 1.3694 0.23
H -1.0108 2.2090 2.9515 0.22
H -0.9717 3.7676 -1.0814 0.22
H 0.0130 0.3946 2.2337 0.23
H -0.7101 1.6836 -1.9479 0.24
H -0.7711 -3.5971 -0.1537 0.19
H 1.0988 -3.4210 0.0984 0.22
H 1.4911 -2.3654 -1.9719 0.22
H -0.2526 -2.8490 -2.3596 0.21
H -0.3096 -1.9123 1.4547 0.43
```

Values from the calculation:
Strongest force on any atom, eV Å⁻¹: 5.76
Relative energy (zero: lowest compared OMol25 entry of this formula, charge and spin), kcal per mole: 130.3
HOMO energy (alpha / beta), Eh: -0.2790 / -0.2790
E, eV: -18612.905

[4]
The following is a quantum chemistry calculation of C21H29N3O3 in the gas phase, from OMol25.

The geometry in XYZ format:
```
56
Properties=species:S:1:pos:R:3:nbo_charge:R:1
C -0.3391 2.5306 0.7160 -0.41
N -0.1162 1.3245 -0.0449 -0.44
C -1.2857 0.4864 -0.1813 -0.22
C -2.4760 1.1022 -0.9402 -0.43
C -3.4628 0.0450 -1.4391 0.11
C -4.0724 -0.7977 -0.3129 -0.43
C -5.0150 -1.8423 -0.9071 -0.39
C -4.2489 -2.6678 -1.9380 -0.43
C -3.6228 -1.7269 -2.9675 -0.06
O -2.7774 -0.7750 -2.3698 -0.54
C 0.5996 1.5756 -1.2804 -0.24
C 2.0110 1.9927 -1.0122 -0.14
C 2.6838 3.0201 -1.6370 -0.05
N 3.9110 3.0989 -1.0819 -0.16
C 4.9712 4.0028 -1.4186 -0.40
N 4.0700 2.1960 -0.1251 -0.28
C 2.9388 1.4999 -0.0581 0.18
C 2.7871 0.4365 0.9260 -0.09
C 3.4833 0.5153 2.1328 -0.19
C 3.3583 -0.4765 3.0812 -0.24
C 2.5268 -1.5667 2.8539 0.20
C 1.8134 -1.6437 1.6562 0.27
C 1.9611 -0.6548 0.6963 -0.22
O 0.9508 -2.6841 1.3881 -0.50
C 0.6074 -3.4233 2.5357 -0.10
C 1.8588 -3.7351 3.3563 -0.09
O 2.4437 -2.5419 3.8221 -0.49
H -0.9474 3.2782 0.1820 0.16
H -0.8370 2.2756 1.6500 0.20
H 0.6256 2.9794 0.9519 0.21
H -1.5960 0.2111 0.8308 0.19
H -0.9855 -0.4228 -0.7065 0.21
H -3.0091 1.8140 -0.3078 0.20
H -2.0972 1.6319 -1.8160 0.21
H -4.2893 0.5579 -1.9686 0.16
H -4.6046 -0.1455 0.3811 0.21
H -3.2712 -1.3043 0.2257 0.20
H -5.4125 -2.4868 -0.1207 0.21
H -5.8577 -1.3426 -1.3930 0.19
H -4.9092 -3.3743 -2.4425 0.21
H -3.4545 -3.2266 -1.4399 0.20
H -2.9955 -2.2772 -3.6726 0.19
H -4.4225 -1.2144 -3.5286 0.15
H 0.1242 2.3656 -1.8920 0.17
H 0.5903 0.6552 -1.8731 0.21
H 2.3777 3.6811 -2.4237 0.21
H 5.2650 3.8814 -2.4633 0.20
H 5.8178 3.7709 -0.7760 0.24
H 4.6640 5.0380 -1.2548 0.20
H 4.1280 1.3613 2.3083 0.23
H 3.8964 -0.4332 4.0151 0.22
H 1.4199 -0.7633 -0.2256 0.22
H -0.0949 -2.8499 3.1576 0.18
H 0.1249 -4.3378 2.1863 0.20
H 2.5731 -4.2837 2.7261 0.18
H 1.6174 -4.3297 4.2391 0.20
```

Values from the calculation:
Strongest force on any atom, eV Å⁻¹: 0.78
Relative energy (zero: lowest compared OMol25 entry of this formula, charge and spin), kcal per mole: 92.8
HOMO energy, Eh: -0.2784
SMILES: CN(CC[C@@H]1CCCCO1)Cc1cn(C)nc1-c1ccc2c(c1)OCCO2
E, eV: -32859.463

[5]
The following is a quantum chemistry calculation of C4H6O2 in the gas phase, from OMol25.

The geometry in XYZ format:
```
12
Properties=species:S:1:pos:R:3:nbo_charge:R:1
O 1.1847 1.3904 1.4980 -0.51
C 0.5104 1.5226 0.5052 0.45
C -0.7360 0.7113 0.2329 -0.54
C -0.3555 -0.4445 -0.6784 0.06
C 0.4847 -1.5247 -0.1576 -0.12
O -0.9121 -1.7043 -0.3549 -0.48
H 0.8315 2.2183 -0.2995 0.11
H -1.5189 1.3307 -0.2238 0.23
H -1.1048 0.2826 1.1695 0.24
H -0.3230 -0.2233 -1.7449 0.19
H 1.1303 -2.0911 -0.8277 0.19
H 0.8089 -1.4679 0.8811 0.19
```

Values from the calculation:
Strongest force on any atom, eV Å⁻¹: 0.48
Relative energy (zero: lowest compared OMol25 entry of this formula, charge and spin), kcal per mole: 46.8
HOMO energy, Eh: -0.3683
SMILES: O=CC[C@H]1CO1
E, eV: -8338.434

[6]
The following is a quantum chemistry calculation of 11 unconnected molecules or ions with the total composition C33H78O16S at a distorted geometry, from OMol25.

The geometry in XYZ format:
```
128
Properties=species:S:1:pos:R:3:mulliken_charge:R:1
C -2.6359 -4.0585 6.4449 -0.82
O -2.2697 -2.8877 5.7320 -0.16
C -1.9325 -1.8033 6.5679 -0.66
C -2.2707 -0.4462 5.9302 -1.19
C -1.9907 -0.3409 4.4141 -0.42
C -0.5617 -0.6126 3.9666 1.02
O 0.0423 -1.8857 4.2616 0.04
S 1.4728 -1.7495 4.9687 1.21
O 1.5631 -2.3292 6.2639 -0.64
O 2.5029 -2.2333 4.1155 -0.62
O 1.4768 -0.1386 5.1858 -0.56
C 0.5301 0.4196 4.2299 0.64
C 1.4334 0.6912 2.9973 -1.14
O 0.6840 1.3128 1.9502 -0.22
C 0.7351 0.6527 0.7397 0.83
C 0.5498 -0.6911 0.5689 -0.28
C 0.5816 -1.3222 -0.6986 -1.02
C 0.8078 -0.5515 -1.8139 -0.80
C 1.0216 0.8175 -1.6277 -0.47
C 0.9910 1.4173 -0.4002 -0.56
H -3.6591 -4.3275 6.1436 0.30
H -2.5893 -3.9491 7.5348 0.36
H -2.0051 -4.9197 6.1819 0.18
H -0.8568 -1.8244 6.8214 0.20
H -2.4514 -1.8341 7.5404 0.60
H -3.3603 -0.3233 6.0431 0.39
H -1.8389 0.3971 6.4870 0.39
H -2.6804 -1.0047 3.8820 0.20
H -2.2522 0.6872 4.1232 0.18
H -0.6516 -0.5649 2.8707 -0.63
H 0.1912 1.3535 4.6902 0.24
H 2.1935 1.4115 3.3368 0.24
H 1.9882 -0.1953 2.6723 0.53
H 0.3748 -1.3490 1.4197 0.53
H 0.4089 -2.3933 -0.7743 0.55
H 0.8214 -1.0107 -2.7949 0.47
H 1.2086 1.4044 -2.5265 0.49
H 1.1739 2.4880 -0.3510 0.42
C 5.2771 -0.9011 -3.9481 -1.03
C 3.7901 -0.6272 -3.8447 0.44
O 3.0888 -1.7697 -3.3514 -0.55
H 5.4656 -1.7458 -4.6068 0.11
H 5.8083 -0.0310 -4.3341 0.26
H 5.6919 -1.1601 -2.9713 0.39
H 3.3767 -0.3907 -4.8250 -0.22
H 3.5982 0.2189 -3.1740 0.25
H 3.4442 -1.9739 -2.4803 0.31
C -5.8156 1.9012 2.6722 -0.95
C -5.6296 0.5132 3.2566 0.01
O -5.6005 0.5701 4.6840 -0.47
H -5.0098 2.5605 2.9950 0.22
H -5.8268 1.8677 1.5815 0.23
H -6.7486 2.3466 3.0169 0.42
H -4.6844 0.0835 2.9255 -0.02
H -6.4397 -0.1541 2.9436 0.31
H -6.4384 0.9407 4.9773 0.29
C -2.9188 -3.4702 0.3058 -0.72
C -3.6222 -2.2667 -0.2924 -0.38
O -3.0991 -1.0694 0.2708 -0.40
H -3.0435 -3.4777 1.3902 0.17
H -3.3110 -4.4046 -0.1005 0.42
H -1.8447 -3.4248 0.1072 0.17
H -4.6896 -2.2954 -0.0746 0.32
H -3.4936 -2.2411 -1.3800 0.27
H -2.1566 -1.0494 0.0612 0.15
C 6.5701 1.3253 -7.5387 -0.90
C 7.8208 1.2354 -6.6834 -0.35
O 7.8207 0.0371 -5.9104 -0.44
H 5.6765 1.2998 -6.9150 0.17
H 6.5630 2.2455 -8.1260 0.39
H 6.5066 0.4751 -8.2212 0.28
H 7.8700 2.0729 -5.9882 0.28
H 8.7201 1.2527 -7.3087 0.31
H 7.7879 -0.7047 -6.5222 0.26
C -1.3522 4.9480 2.7974 -1.09
C -1.1137 3.5408 3.3087 0.54
O -1.0283 3.5251 4.7364 -0.58
H -0.5474 5.6126 3.1169 0.37
H -1.4087 4.9598 1.7068 0.08
H -2.2828 5.3554 3.2016 0.39
H -0.1793 3.1489 2.9209 0.04
H -1.9237 2.8719 2.9973 -0.04
H -1.8601 3.8618 5.0843 0.32
C -1.3133 7.6673 -1.5385 -1.12
C -1.7356 6.2682 -1.1292 -0.05
O -0.5971 5.4156 -1.0357 -0.46
H -0.7959 7.6424 -2.4983 0.27
H -2.1767 8.3299 -1.6211 0.35
H -0.6181 8.0896 -0.8087 0.33
H -2.4131 5.8426 -1.8682 0.28
H -2.2492 6.2834 -0.1615 0.11
H -0.0073 5.7922 -0.3748 0.30
C 1.4629 0.0912 -7.1388 -0.95
C 2.2531 0.2505 -8.4244 -0.28
O 3.6081 -0.1586 -8.2487 -0.45
H 1.9144 0.6801 -6.3393 0.17
H 0.4289 0.4138 -7.2719 0.41
H 1.4635 -0.9514 -6.8106 0.31
H 2.2673 1.2940 -8.7364 0.30
H 1.8053 -0.3442 -9.2275 0.25
H 3.6011 -1.0840 -7.9840 0.27
C -6.6689 5.7238 -0.0997 -1.02
C -7.2317 4.6081 0.7612 -0.18
O -6.6042 4.5850 2.0413 -0.45
H -5.5925 5.5992 -0.2275 0.21
H -7.1410 5.7362 -1.0835 0.34
H -6.8271 6.6953 0.3753 0.33
H -7.0541 3.6398 0.2950 0.28
H -8.3110 4.7332 0.8973 0.27
H -6.7683 5.4357 2.4608 0.24
C 7.4386 -5.8166 -4.1576 -1.12
C 6.7051 -4.6159 -4.7262 -0.15
O 7.1671 -3.4058 -4.1322 -0.45
H 7.3003 -5.8697 -3.0772 0.29
H 7.0779 -6.7446 -4.6047 0.34
H 8.5128 -5.7354 -4.3415 0.33
H 5.6370 -4.6894 -4.5233 0.27
H 6.8476 -4.5562 -5.8111 0.26
H 8.1085 -3.3295 -4.3176 0.25
C -0.8417 -6.2094 2.0733 -1.07
C -1.2837 -6.1440 3.5228 0.31
O -2.4569 -6.9272 3.7369 -0.55
H -1.6367 -5.8522 1.4175 0.25
H 0.0501 -5.6010 1.9109 0.27
H -0.6207 -7.2390 1.7798 0.42
H -1.5213 -5.1183 3.8034 -0.21
H -0.4904 -6.5078 4.1847 0.31
H -2.2479 -7.8362 3.5011 0.29
```

Values from the calculation:
Strongest force on any atom, eV Å⁻¹: 2.24
HOMO energy, Eh: -0.3289
SMILES: COCCC[C@@H]1OS(=O)(=O)O[C@H]1COc1ccccc1.CCO.CCO.CCO.CCO.CCO.CCO.CCO.CCO.CCO.CCO
E, eV: -79076.518